Entry 1:
A structure of composition C4H4O in a non-equilibrium geometry. Source: the Open Molecules 2025 dataset; level of theory: ωB97M-V/def2-TZVPD.

Output
- ΔE to the lowest compared entry with this formula, charge and spin (kcal/mol) = 90.02
- HOMO (Eh) = -0.3068
- energy (eV) = -6255.4759
- Kohn-Sham gap (eV) = 9.27
- spin multiplicity = 1

Geometry (Å):
1 O 0.14856 -1.65734 -1.09494
2 C 0.81287 0.77521 -1.11930
3 C -0.30258 -0.96888 0.07901
4 C 0.13021 0.46582 -0.05016
5 C 0.79469 -1.08050 -1.98195
6 H -1.38778 -1.10278 0.14326
7 H 1.27427 1.63712 -1.53305
8 H 0.14793 -1.45994 0.94513
9 H -0.16422 1.09784 0.77147

Atomic partial charges in e from the Löwdin method, atoms 1 to 5:
1 O -0.135
2 C 0.014
3 C -0.173
4 C -0.192
5 C 0.090



Entry 2:
An isolated molecule of C4H4O in a non-equilibrium geometry. Source: the Open Molecules 2025 dataset; level of theory: ωB97M-V/def2-TZVPD.

Output
- ΔE to the lowest compared entry with this formula, charge and spin (kcal/mol) = 126.64
- HOMO (Eh) = -0.3621
- energy (eV) = -6253.8879
- Kohn-Sham gap (eV) = 9.17
- spin multiplicity = 1

Geometry (Å):
1 O 0.94422 -1.26448 0.07603
2 C 2.29182 0.90961 -0.36602
3 C -1.06922 0.18181 -0.33714
4 C 1.53926 -0.04669 0.02296
5 C 0.14757 -0.24309 0.51868
6 H 0.20712 -0.31700 1.65614
7 H -0.97398 0.19113 -1.43816
8 H -1.79045 -0.56110 0.02655
9 H -1.29634 1.14980 -0.15905

Atomic partial charges in e from the Löwdin method, atoms 1 to 5:
1 O 0.064
2 C 0.213
3 C 0.002
4 C -0.430
5 C -0.259



Entry 3:
An isolated molecule of C4H4O. Source: the Open Molecules 2025 dataset; level of theory: ωB97M-V/def2-TZVPD.

Output
- ΔE to the lowest compared entry with this formula, charge and spin (kcal/mol) = 57.02
- HOMO (Eh) = -0.3619
- energy (eV) = -6256.9068
- Kohn-Sham gap (eV) = 10.81
- spin multiplicity = 1
- SMILES = C#CCC=O

Geometry (Å):
1 O -0.53693 1.46831 0.29327
2 C 1.50997 0.32510 0.88446
3 C -0.20130 -0.80079 -0.44556
4 C -0.93555 0.55393 -0.38233
5 C 1.11874 -0.54211 0.13037
6 H -1.86799 0.69111 -0.95077
7 H -0.64689 -1.44271 0.31976
8 H 1.86829 1.06664 1.55504
9 H -0.30835 -1.31948 -1.40423

Atomic partial charges in e from the Löwdin method, atoms 1 to 5:
1 O 0.032
2 C 0.113
3 C -0.177
4 C -0.226
5 C -0.142



Entry 4:
A structure of composition C4H4O. Source: the Open Molecules 2025 dataset; level of theory: ωB97M-V/def2-TZVPD.

Output
- ΔE to the lowest compared entry with this formula, charge and spin (kcal/mol) = 124.77
- HOMO (Eh) = -0.3416
- energy (eV) = -6253.9687
- Kohn-Sham gap (eV) = 9.30
- spin multiplicity = 1

Geometry (Å):
1 O -0.07851 0.85284 0.79339
2 C -0.13519 -0.06683 -0.88494
3 C -1.05057 -0.02657 0.27719
4 C 1.44821 -0.23425 0.33386
5 C 1.08324 -0.78427 -0.76742
6 H 2.20345 0.08919 1.03571
7 H -0.28498 0.65889 -1.68962
8 H -1.18469 -0.97171 0.81893
9 H -2.00095 0.48271 0.08290

Atomic partial charges in e from the Löwdin method, atoms 1 to 5:
1 O -0.166
2 C -0.052
3 C -0.263
4 C 0.076
5 C -0.061